Record 1
Computed, not measured: a molecular structure, C12H16AsB2F10N5O7Tc in a non-equilibrium geometry, with the ωB97M-V functional and the def2-TZVPD basis.

## Properties
HOMO energy (alpha / beta): -13.73 / -13.67 eV
HOMO-LUMO gap (alpha / beta): 6.54 / 5.67 eV
Multiplicity: 3
Molar mass: 726.814 g mol⁻¹
ΔE to the lowest compared entry with this formula, charge and spin: 5.084 eV
Total charge: +1

Last column: natural (NBO) charge in e.
Element x y z (Å)
Tc -0.42 -0.05 -0.01  1.403
C -2.86 2.96 0.94  -0.723
C -2.07 1.72 0.93  0.387
N -2.36 0.65 0.26  -0.106
O -3.33 0.60 -0.64  -0.466
B -3.02 0.03 -2.01  1.269
F -2.26 1.03 -2.71  -0.434
F -4.14 -0.19 -2.68  -0.477
O -2.35 -1.45 -1.79  -0.448
N -1.35 -1.70 -0.96  0.007
C -1.04 -2.90 -0.64  0.228
C -1.64 -4.12 -1.26  -0.685
C -0.08 -2.97 0.48  0.444
N 0.22 -1.74 1.03  -0.064
O 1.00 -1.74 2.05  -0.336
B 1.97 -0.52 2.43  1.271
F 2.52 -0.86 3.59  -0.479
F 2.87 -0.37 1.42  -0.515
O 1.10 0.69 2.61  -0.466
N 0.22 0.92 1.64  -0.118
C -0.81 1.67 1.86  0.382
C -0.90 2.50 3.10  -0.708
C 0.33 -4.25 1.11  -0.696
H -3.72 2.86 0.28  0.276
H -2.26 3.81 0.61  0.326
H -3.21 3.17 1.95  0.264
H -2.34 -3.84 -2.04  0.286
H -2.16 -4.70 -0.50  0.264
H -0.85 -4.74 -1.69  0.265
H -0.01 2.38 3.70  0.278
H -1.77 2.19 3.68  0.259
H -1.01 3.54 2.82  0.299
H -0.11 -5.09 0.59  0.258
H 0.01 -4.27 2.16  0.278
H 1.42 -4.34 1.09  0.303
O 1.64 -2.77 -0.42  -0.517
C 2.10 -1.68 -0.89  0.727
C 3.45 -1.72 -1.53  -0.478
C 3.69 -0.27 -1.94  -0.521
C 2.45 0.47 -1.49  0.713
O 2.23 1.61 -1.63  -0.442
N 1.52 -0.48 -0.85  -0.637
H 3.42 -2.41 -2.37  0.261
H 4.17 -2.09 -0.81  0.270
H 3.80 -0.16 -3.02  0.269
H 4.55 0.16 -1.45  0.274
F -0.04 2.23 -0.40  -0.670
As 0.36 4.13 -0.83  2.867
F -0.24 4.38 0.80  -0.640
F 1.89 3.81 -0.14  -0.590
F 0.63 5.78 -1.07  -0.588
F 0.85 3.65 -2.38  -0.580
F -1.27 4.14 -1.37  -0.607
O -0.78 0.32 -1.63  -0.135

---

Record 2
Computed, not measured: a molecular structure, C12H16AuNO2, with the ωB97M-V functional and the def2-TZVPD basis.

## Properties
HOMO energy: -7.90 eV
HOMO-LUMO gap: 8.42 eV
Molar mass: 403.232 g mol⁻¹

Last column: natural (NBO) charge in e.
Element x y z (Å)
Au 0.64 0.25 -1.49  0.365
C -0.88 2.73 -2.77  -0.249
O -0.33 2.33 -1.52  -0.560
C 0.23 3.44 -0.81  -0.080
C 0.68 2.98 0.54  -0.091
O 1.88 2.25 0.38  -0.540
C 2.28 1.59 1.56  -0.251
H -1.63 3.51 -2.61  0.179
H -1.35 1.85 -3.21  0.211
H -0.10 3.10 -3.44  0.181
H -0.54 4.21 -0.71  0.183
H 1.08 3.85 -1.37  0.191
H -0.10 2.35 1.00  0.187
H 0.84 3.85 1.19  0.179
H 2.48 2.30 2.37  0.168
H 3.18 1.04 1.33  0.201
H 1.51 0.88 1.90  0.174
C 1.02 -1.76 -1.35  -0.748
C 0.09 -2.32 -0.33  0.021
C -1.19 -2.77 -0.68  -0.234
C -2.06 -3.28 0.27  -0.168
C -1.67 -3.35 1.60  -0.155
C -0.40 -2.91 1.97  -0.159
C 0.46 -2.41 1.01  -0.245
C -2.57 -3.87 2.60  0.273
N -3.29 -4.29 3.39  -0.331
H 0.87 -2.21 -2.33  0.217
H 2.06 -1.90 -1.05  0.214
H -1.50 -2.72 -1.72  0.214
H -3.04 -3.63 -0.02  0.223
H -0.09 -2.98 3.01  0.220
H 1.45 -2.08 1.31  0.211

---

- Number 1 is which compound?
  C12H16AsB2F10N5O7Tc

---

What did the second record say?
Computed, not measured: a molecular structure, C12H16AuNO2, with the ωB97M-V functional and the def2-TZVPD basis.

## Properties
HOMO energy: -7.90 eV
HOMO-LUMO gap: 8.42 eV
Molar mass: 403.232 g mol⁻¹

Last column: natural (NBO) charge in e.
Element x y z (Å)
Au 0.64 0.25 -1.49  0.365
C -0.88 2.73 -2.77  -0.249
O -0.33 2.33 -1.52  -0.560
C 0.23 3.44 -0.81  -0.080
C 0.68 2.98 0.54  -0.091
O 1.88 2.25 0.38  -0.540
C 2.28 1.59 1.56  -0.251
H -1.63 3.51 -2.61  0.179
H -1.35 1.85 -3.21  0.211
H -0.10 3.10 -3.44  0.181
H -0.54 4.21 -0.71  0.183
H 1.08 3.85 -1.37  0.191
H -0.10 2.35 1.00  0.187
H 0.84 3.85 1.19  0.179
H 2.48 2.30 2.37  0.168
H 3.18 1.04 1.33  0.201
H 1.51 0.88 1.90  0.174
C 1.02 -1.76 -1.35  -0.748
C 0.09 -2.32 -0.33  0.021
C -1.19 -2.77 -0.68  -0.234
C -2.06 -3.28 0.27  -0.168
C -1.67 -3.35 1.60  -0.155
C -0.40 -2.91 1.97  -0.159
C 0.46 -2.41 1.01  -0.245
C -2.57 -3.87 2.60  0.273
N -3.29 -4.29 3.39  -0.331
H 0.87 -2.21 -2.33  0.217
H 2.06 -1.90 -1.05  0.214
H -1.50 -2.72 -1.72  0.214
H -3.04 -3.63 -0.02  0.223
H -0.09 -2.98 3.01  0.220
H 1.45 -2.08 1.31  0.211